1.
Molecular formula: C16H40AsN3Si3Tl
Method: DFT, the ωB97M-V functional and the def2-TZVPD basis

Last column: Löwdin charge in e.
Cartesian coordinates (Å):
Tl: 1.6389 3.3799 -1.6646  0.86
C: -3.8003 -4.7004 4.9621  -0.18
Si: -4.6157 -3.4694 3.8511  0.45
C: -5.2599 -1.9455 4.6639  -0.19
C: -5.6598 -4.2211 2.5280  -0.20
As: -2.6475 -2.6425 2.4023  1.12
Si: -1.3257 -0.9049 3.0873  0.41
C: -1.0317 -2.5862 4.1048  -0.26
C: 0.1187 -0.3858 2.0614  -0.17
C: -2.1190 0.4324 4.0638  -0.16
Si: -1.7622 -4.2943 0.7227  0.42
C: -1.5386 -5.8462 1.7080  -0.19
C: -0.2015 -3.5544 0.0606  -0.20
C: -3.2024 -4.2768 -0.4395  -0.19
H: -4.6033 -5.1291 5.5741  0.07
H: -3.0788 -4.2811 5.6630  0.04
H: -3.3449 -5.5278 4.4168  0.04
H: -6.1569 -2.2327 5.2236  0.06
H: -5.5587 -1.1734 3.9544  0.05
H: -4.5581 -1.5290 5.3876  0.04
H: -6.5680 -4.5814 3.0253  0.07
H: -5.1868 -5.0885 2.0670  0.03
H: -5.9819 -3.5191 1.7583  0.05
H: -0.8826 -3.6036 3.7189  0.03
H: -1.6332 -2.6434 5.0073  0.04
H: -0.0003 -2.2994 4.3657  0.10
H: 0.6660 -1.1795 1.5592  0.03
H: 0.8074 0.0611 2.7913  0.06
H: -0.1323 0.4224 1.3669  0.05
H: -3.0110 0.1127 4.5998  0.03
H: -2.3918 1.2376 3.3775  0.06
H: -1.4113 0.8415 4.7894  0.07
H: -1.0266 -5.7019 2.6612  0.03
H: -0.9102 -6.5240 1.1213  0.06
H: -2.4841 -6.3591 1.8890  0.05
H: 0.6145 -3.5967 0.7841  0.04
H: -0.3369 -2.5293 -0.2840  0.04
H: 0.1082 -4.1504 -0.8036  0.06
H: -4.1461 -4.5464 0.0335  0.02
H: -3.0003 -5.0419 -1.1977  0.07
H: -3.3204 -3.3309 -0.9693  0.05
C: 3.5874 5.9540 -6.6609  -0.14
C: 2.3137 6.0930 -5.8574  -0.16
N: 2.3884 5.1966 -4.7036  0.08
C: 3.5315 4.8563 -4.0585  -0.38
N: 3.4268 4.1301 -2.9449  -0.19
C: 4.6617 3.8741 -2.1974  -0.28
C: 5.8203 3.6112 -3.1381  -0.15
C: 5.9866 4.8281 -4.0208  -0.13
N: 4.7004 5.2329 -4.5941  -0.02
C: 4.7675 6.1575 -5.7341  -0.12
H: 3.6089 6.6933 -7.4597  0.13
H: 3.6395 4.9636 -7.1164  0.13
H: 1.4422 5.8135 -6.4466  0.13
H: 2.1837 7.1268 -5.5263  0.13
H: 1.5422 5.0730 -4.1780  0.10
H: 4.5049 3.0042 -1.5483  0.08
H: 4.9012 4.7194 -1.5427  0.12
H: 5.6048 2.7319 -3.7484  0.13
H: 6.7416 3.4253 -2.5878  0.13
H: 6.6611 4.6133 -4.8494  0.13
H: 6.4116 5.6642 -3.4584  0.14
H: 5.7036 5.9587 -6.2528  0.13
H: 4.8060 7.1873 -5.3678  0.14

Properties
Frontier orbital gap   5.04 eV
HOMO energy   -15.03 eV
Net charge   +3

---

2.
Molecular formula: C16H40B2MgO8S4
Method: DFT, the ωB97M-V functional and the def2-TZVPD basis

Last column: Löwdin charge in e.
Cartesian coordinates (Å):
Mg: -1.0844 -0.0956 -0.0318  0.36
B: -2.8965 0.6064 -1.1490  -0.36
H: -2.5320 0.9083 -0.1219  -0.07
H: -2.2818 -0.3138 -1.4054  -0.05
H: -4.0269 0.3574 -1.0742  0.00
H: -2.7325 1.4917 -1.8827  -0.01
B: -1.9850 -1.2719 1.4962  -0.36
H: -2.4308 -0.2401 1.6719  -0.02
H: -2.0795 -1.5589 0.4086  -0.04
H: -0.8740 -1.1697 1.7050  -0.05
H: -2.5174 -2.0043 2.2164  0.01
C: -2.1944 -4.3567 -1.5523  -0.19
C: -1.0374 -5.2540 -1.1089  -0.20
C: 0.2146 -4.3824 -0.9220  -0.19
S: -0.0469 -2.9244 -1.9891  0.73
O: 1.0054 -2.9417 -3.0052  -0.33
O: -0.2541 -1.7319 -1.1859  -0.36
C: -1.6265 -3.4226 -2.6361  -0.20
H: -2.6349 -3.8703 -0.6825  0.12
H: -2.9959 -4.9100 -2.0422  0.12
H: -0.8049 -6.0081 -1.8637  0.11
H: -1.2928 -5.7438 -0.1716  0.12
H: 1.1878 -4.8274 -1.1080  0.11
H: 0.2788 -4.0383 0.1126  0.10
H: -1.3953 -4.0354 -3.5091  0.11
H: -2.1355 -2.5134 -2.9500  0.12
C: -2.5960 4.2185 2.6716  -0.21
C: -2.4058 4.4885 1.1623  -0.20
C: -0.9522 4.2577 0.7906  -0.19
S: -0.4561 2.7993 1.7590  0.74
O: 0.8661 3.0538 2.2823  -0.32
O: -0.7222 1.5950 1.0061  -0.37
C: -1.7803 2.9705 3.0139  -0.18
H: -3.6436 3.9466 2.8018  0.11
H: -2.4015 5.0925 3.2927  0.11
H: -2.7597 5.4830 0.9036  0.12
H: -3.0231 3.7045 0.7156  0.13
H: -0.3035 5.0451 1.1744  0.11
H: -0.7850 4.0776 -0.2702  0.09
H: -1.3419 2.9775 4.0076  0.10
H: -2.3885 2.0893 2.8067  0.11
C: 2.1608 0.8671 -4.3115  -0.21
C: 2.8483 0.5627 -2.9686  -0.19
C: 2.3994 1.6876 -2.0218  -0.18
S: 0.6058 1.8873 -2.3569  0.74
O: 0.2272 3.2757 -2.5182  -0.30
O: -0.1495 1.0538 -1.4635  -0.36
C: 0.6972 1.0624 -3.9615  -0.20
H: 2.3375 0.1570 -5.1158  0.12
H: 2.6346 1.7942 -4.6575  0.12
H: 3.9280 0.5095 -3.0880  0.12
H: 2.4790 -0.4092 -2.6318  0.11
H: 2.7819 2.6893 -2.2221  0.10
H: 2.5096 1.5012 -0.9548  0.08
H: -0.0836 1.4216 -4.6304  0.12
H: 0.3090 0.0612 -3.7313  0.10
C: 2.4938 -1.0399 3.9964  -0.22
C: 3.5350 -0.0377 3.3988  -0.19
C: 3.4802 -0.0151 1.8684  -0.17
S: 1.9683 -0.9892 1.3967  0.74
O: 2.3627 -2.2909 0.9258  -0.30
O: 1.0602 -0.1537 0.6220  -0.37
C: 1.3273 -1.1309 3.0671  -0.23
H: 2.2354 -0.7539 5.0159  0.12
H: 2.9727 -2.0125 4.1487  0.11
H: 4.4999 -0.2969 3.8303  0.11
H: 3.2505 0.9131 3.8503  0.11
H: 4.3036 -0.4990 1.3512  0.10
H: 3.3089 0.9927 1.4976  0.09
H: 0.7542 -2.0529 3.1374  0.12
H: 0.6279 -0.3029 3.1901  0.11

Properties
Frontier orbital gap   8.82 eV
Relative energy (zero: lowest compared OMol25 entry of this formula, charge and spin)   0.0 kJ/mol
HOMO energy   -8.44 eV